ORCA calculation (ωB97M-V/def2-TZVPD) on a single C4H10N2O molecule at a distorted geometry.

Structure (ORCA input):
```
! RIJCOSX wB97M-V def2-TZVPD def2/J DEFGRID3
* xyz 0 1
O 0.63870 1.70664 1.47756
N -0.71709 -0.32732 -0.08864
N -1.43346 -1.12608 -1.00038
C 0.61903 -0.04635 -0.31999
C 1.33797 -0.64288 -1.28068
C -1.35725 -0.28516 1.21087
C 1.25588 1.14821 0.36137
H 1.31203 1.97250 -0.45544
H -0.62350 -0.12220 1.99767
H 2.33108 -0.30081 -1.50722
H -1.86427 -1.24095 1.37717
H -1.37612 -0.69841 -1.92159
H -2.11280 0.50868 1.24395
H -0.20425 2.08205 1.17908
H 2.26625 0.88066 0.67895
H -1.03376 -2.06510 -1.05995
H 0.96156 -1.44348 -1.89273
*
```

Properties
Maximum force = 2.07 eV/A
SMILES string = C=C(CO)N(C)N

***

ORCA calculation (ωB97M-V/def2-TZVPD) on a molecular structure, C18H24KN3O4S3.

Structure (ORCA input):
```
! RIJCOSX wB97M-V def2-TZVPD def2/J DEFGRID3
* xyz 0 1
K -0.38048 -0.40719 -0.12131
S 1.53454 -4.48501 -0.16215
S -1.23930 -3.30596 -0.45458
S -0.49704 4.91487 0.14425
O 2.16840 -0.42468 -0.01676
O 0.29874 -0.82186 2.27640
O -0.76569 -5.72162 0.13482
O 0.53090 -0.56198 -2.45245
N -0.61020 2.36840 0.03206
N -2.89479 0.56269 0.01965
N -4.32414 2.27056 0.02644
C -5.96724 -1.47411 -0.03130
C 2.63575 -1.04653 -1.20944
C -4.60517 -1.25665 -0.01752
C -1.90632 2.81740 0.05424
C 0.95880 0.54569 -3.20477
C -0.14693 -4.56355 -0.13579
C -6.47063 0.90898 -0.00345
C -0.82181 -1.43768 2.88137
C -2.03893 4.17889 0.11114
C -6.88202 -0.41039 -0.02334
C -5.09830 1.12687 0.00998
C 0.00872 -6.88347 0.40888
C 1.29747 -1.76458 1.89362
C 1.53181 -1.52714 -2.15335
C -3.01168 1.86029 0.02940
C 2.46065 -1.03445 1.23895
C 0.21556 3.36038 0.07668
C -4.17711 0.06865 0.00487
H -2.93838 4.76857 0.14268
H -6.34231 -2.48835 -0.05127
H -3.89460 -2.07358 -0.03012
H -0.71531 -7.66006 0.64303
H -1.26584 -2.18834 2.21875
H 0.89460 -2.52658 1.22247
H -7.18344 1.72277 -0.00044
H 1.47579 0.22447 -4.11679
H 3.28826 -1.73724 1.11222
H 1.67774 -2.25774 2.79851
H 3.24511 -1.92025 -0.96388
H 2.78118 -0.22721 1.90244
H 1.62671 1.19974 -2.63210
H -1.54458 -0.65002 3.08677
H 1.28722 3.22810 0.07459
H -7.94116 -0.63100 -0.03561
H -0.52399 -1.91303 3.82299
H 1.00815 -2.38222 -1.72924
H 0.67903 -6.70737 1.25039
H 2.02377 -1.82589 -3.08867
H 3.27512 -0.31610 -1.71703
H 0.06892 1.10834 -3.48271
H -4.65178 3.21860 0.02849
H 0.60406 -7.16053 -0.46191
*
```

Properties
Maximum force = 0.71 eV/A

***

Table of HOMO-LUMO gap (eV), in record order: 8.7292 6.6839
Table of energy (Eh), in record order: -343.078213 -2960.042501
Table of highest occupied orbital energy (eV), in record order: -7.88 -6.81